# 1
# C23H25N3O6

A cluster of 2 separate species, C23H25N3O6 in total at a distorted geometry (wB97M-V/def2-TZVPD, the OMol25 dataset).

**E_HOMO**: -7.69 eV
**Total energy**: -1507.19868 Ha
**Kohn-Sham gap**: 8.012 eV
**Charge**: 0
**SMILES string**: O=C(O)c1c(Cc2c[nH]c3ccccc23)ccc2c1OCO2.CNC(=O)[C@H](C)NC(C)=O
**Maximum force**: 1.9 eV/Å

Geometry (Å):
1 O -1.13 1.61 0.42
2 C -0.41 2.58 0.21
3 O -0.89 3.82 -0.06
4 C 1.05 2.43 0.33
5 C 1.78 1.32 -0.18
6 C 1.14 0.21 -0.99
7 C 0.69 0.69 -2.34
8 C 0.92 1.91 -2.94
9 N 0.27 1.91 -4.17
10 C -0.37 0.70 -4.38
11 C -1.14 0.22 -5.43
12 C -1.67 -1.08 -5.36
13 C -1.41 -1.88 -4.24
14 C -0.64 -1.39 -3.18
15 C -0.12 -0.09 -3.26
16 C 3.18 1.27 0.00
17 C 3.86 2.30 0.65
18 C 3.14 3.40 1.12
19 C 1.77 3.47 0.95
20 O 1.31 4.64 1.46
21 C 2.46 5.31 2.01
22 O 3.62 4.50 1.75
23 H -0.14 4.43 0.00
24 H 1.83 -0.62 -1.12
25 H 0.28 -0.19 -0.45
26 H 1.49 2.73 -2.52
27 H 0.25 2.69 -4.83
28 H -1.34 0.84 -6.30
29 H -2.27 -1.46 -6.17
30 H -1.82 -2.88 -4.18
31 H -0.44 -2.01 -2.31
32 H 3.74 0.43 -0.39
33 H 4.94 2.27 0.79
34 H 2.58 6.29 1.55
35 H 2.33 5.45 3.08
36 C 0.22 -1.10 2.89
37 N 0.62 -1.95 1.78
38 C -0.15 -2.63 0.91
39 O 0.40 -3.14 -0.07
40 C -1.68 -2.78 1.08
41 C -2.44 -1.59 0.49
42 N -2.15 -2.97 2.46
43 C -1.81 -4.01 3.23
44 C -2.43 -4.06 4.60
45 O -1.05 -4.89 2.87
46 H -0.62 -0.46 2.61
47 H 1.05 -0.46 3.18
48 H -0.06 -1.72 3.75
49 H 1.61 -2.00 1.56
50 H -1.96 -3.67 0.51
51 H -2.25 -0.69 1.07
52 H -2.12 -1.42 -0.54
53 H -3.51 -1.79 0.49
54 H -2.79 -2.29 2.83
55 H -2.14 -3.17 5.17
56 H -2.08 -4.95 5.12
57 H -3.51 -4.10 4.51

---

# 2
# C27H49BF3INbO10

A structure of composition C27H49BF3INbO10 at a distorted geometry (wB97M-V/def2-TZVPD, the OMol25 dataset).

**E_HOMO**: -4.54 eV
**Total energy**: -2489.78493 Ha
**Kohn-Sham gap**: 6.652 eV
**Charge**: -1
**Maximum force**: 1.8 eV/Å

Geometry (Å):
1 C 2.99 4.20 2.72
2 C 1.95 4.47 1.61
3 B 1.73 3.19 0.72
4 O 2.88 2.75 0.12
5 Nb -0.49 2.36 0.58
6 O -1.36 4.10 0.35
7 I 0.25 2.12 -2.17
8 C -2.24 0.89 0.46
9 C -3.53 1.34 -0.20
10 C -3.50 1.26 -1.70
11 O -4.60 0.50 0.30
12 C -5.89 1.02 0.10
13 C -6.77 0.56 1.22
14 C -7.42 -0.67 1.12
15 C -8.24 -1.11 2.14
16 C -8.42 -0.34 3.27
17 C -7.75 0.88 3.39
18 C -6.93 1.32 2.36
19 C 0.43 0.32 1.00
20 C 1.76 0.09 1.67
21 O 1.55 -0.28 3.04
22 C 2.54 -1.04 1.05
23 F 3.74 -1.27 1.68
24 F 1.91 -2.24 1.06
25 F 2.86 -0.79 -0.26
26 H 2.65 4.58 3.68
27 H 3.94 4.69 2.50
28 H 3.21 3.14 2.84
29 H 1.02 4.82 2.04
30 H 2.31 5.26 0.94
31 H 2.66 2.12 -0.58
32 H -0.49 2.51 2.38
33 H -1.72 4.23 -0.54
34 H -2.45 0.81 1.54
35 H -1.98 -0.11 0.13
36 H -3.77 2.36 0.11
37 H -3.25 0.26 -2.04
38 H -2.78 1.96 -2.13
39 H -4.46 1.53 -2.13
40 H -5.87 2.12 0.08
41 H -6.31 0.71 -0.86
42 H -7.29 -1.27 0.24
43 H -8.74 -2.07 2.06
44 H -9.07 -0.67 4.06
45 H -7.87 1.48 4.27
46 H -6.41 2.26 2.45
47 H -0.29 -0.22 1.62
48 H 0.40 -0.19 0.03
49 H 2.44 0.94 1.64
50 H 2.31 -0.01 3.56
51 O 6.04 1.76 3.10
52 C 6.54 1.57 2.03
53 O 7.90 1.57 1.98
54 C 8.61 1.21 0.79
55 C 8.76 2.37 -0.17
56 C 5.74 1.39 0.77
57 H 8.15 0.35 0.32
58 H 9.59 0.90 1.15
59 H 7.79 2.72 -0.53
60 H 9.36 2.08 -1.03
61 H 9.25 3.21 0.32
62 H 5.47 2.36 0.37
63 H 4.82 0.88 1.03
64 H 6.25 0.81 0.00
65 O -6.09 0.88 -3.64
66 C -5.55 0.33 -4.56
67 O -4.36 0.81 -4.96
68 C -3.53 0.14 -5.90
69 C -3.89 0.48 -7.33
70 C -6.19 -0.82 -5.30
71 H -3.53 -0.94 -5.72
72 H -2.52 0.49 -5.67
73 H -4.90 0.14 -7.58
74 H -3.19 0.00 -8.02
75 H -3.84 1.55 -7.48
76 H -6.87 -0.41 -6.04
77 H -6.77 -1.39 -4.58
78 H -5.49 -1.48 -5.80
79 O 3.88 -8.99 1.94
80 C 4.06 -7.86 1.56
81 O 4.47 -6.94 2.45
82 C 4.85 -5.61 2.06
83 C 3.68 -4.67 1.90
84 C 3.77 -7.45 0.13
85 H 5.46 -5.66 1.15
86 H 5.50 -5.28 2.86
87 H 3.01 -4.98 1.11
88 H 4.05 -3.67 1.66
89 H 3.11 -4.62 2.83
90 H 2.70 -7.24 0.05
91 H 4.00 -8.30 -0.51
92 H 4.31 -6.58 -0.21

---

# 3
# C7H15N

A structure of composition C7H15N at a distorted geometry (wB97M-V/def2-TZVPD, the OMol25 dataset).

**E_HOMO**: -6.99 eV
**Total energy**: -330.31640 Ha
**Kohn-Sham gap**: 7.877 eV
**Charge**: 0
**Maximum force**: 5.4 eV/Å

Geometry (Å):
1 C -0.08 -0.90 0.09
2 C 0.73 0.29 0.04
3 C -1.10 -1.14 1.19
4 C -0.36 -1.67 -1.18
5 C 1.05 1.08 1.29
6 C 1.81 0.41 -1.02
7 C -1.84 1.75 -0.40
8 N -0.74 1.37 -0.88
9 H 1.12 -1.26 0.59
10 H -1.11 -2.19 1.47
11 H -2.09 -0.89 0.78
12 H -0.94 -0.54 2.08
13 H -0.58 -0.97 -1.99
14 H -1.24 -2.32 -1.09
15 H 0.50 -2.27 -1.48
16 H 0.92 2.14 1.04
17 H 1.94 -0.44 -1.67
18 H 2.08 0.93 1.61
19 H 0.40 0.88 2.14
20 H 1.52 1.24 -1.67
21 H 2.78 0.65 -0.58
22 H -2.30 1.33 0.53
23 H -2.46 2.53 -0.89

---

# 4
# C26H29NO8

An isolated molecule of C26H29NO8 (wB97M-V/def2-TZVPD, the OMol25 dataset).

**E_HOMO**: -7.91 eV
**Total energy**: -1664.78916 Ha
**Kohn-Sham gap**: 8.263 eV
**Charge**: 0
**SMILES string**: COC(=O)C1=CN(Cc2ccc(OC)cc2)C=C(C(=O)OC)C1c1cc(OC)c(OC)c(OC)c1
**Maximum force**: 0.7 eV/Å

Geometry (Å):
1 C 3.55 1.60 3.71
2 O 2.76 1.81 2.56
3 C 1.46 2.04 2.77
4 O 0.96 2.09 3.87
5 C 0.72 2.21 1.52
6 C -0.60 2.48 1.59
7 N -1.38 2.71 0.49
8 C -2.82 2.79 0.61
9 C -3.43 1.41 0.49
10 C -3.75 0.88 -0.75
11 C -4.24 -0.41 -0.87
12 C -4.42 -1.19 0.26
13 O -4.88 -2.47 0.26
14 C -5.22 -3.07 -0.97
15 C -4.10 -0.67 1.51
16 C -3.60 0.62 1.62
17 C -0.78 2.75 -0.74
18 C 0.53 2.50 -0.92
19 C 1.16 2.66 -2.23
20 O 2.35 2.57 -2.44
21 O 0.27 2.92 -3.22
22 C 0.84 3.09 -4.51
23 C 1.43 2.02 0.20
24 C 1.75 0.55 0.00
25 C 0.72 -0.39 0.05
26 C 1.00 -1.73 -0.12
27 O 0.05 -2.72 -0.10
28 C -1.30 -2.34 0.06
29 C 2.32 -2.17 -0.33
30 O 2.57 -3.52 -0.51
31 C 2.34 -4.34 0.62
32 C 3.34 -1.22 -0.40
33 O 4.67 -1.46 -0.61
34 C 5.15 -2.75 -0.91
35 C 3.04 0.13 -0.23
36 H 4.55 1.36 3.36
37 H 3.15 0.79 4.31
38 H 3.57 2.51 4.33
39 H -1.08 2.55 2.55
40 H -3.20 3.44 -0.18
41 H -3.07 3.23 1.58
42 H -3.61 1.48 -1.64
43 H -4.48 -0.78 -1.85
44 H -5.55 -4.07 -0.73
45 H -6.02 -2.53 -1.48
46 H -4.35 -3.13 -1.64
47 H -4.24 -1.29 2.38
48 H -3.36 1.01 2.60
49 H -1.41 3.04 -1.56
50 H 0.01 3.26 -5.19
51 H 1.39 2.19 -4.80
52 H 1.53 3.94 -4.52
53 H 2.37 2.57 0.18
54 H -0.29 -0.05 0.22
55 H -1.63 -1.68 -0.75
56 H -1.47 -1.85 1.02
57 H -1.87 -3.27 0.03
58 H 2.65 -5.34 0.33
59 H 2.94 -4.01 1.47
60 H 1.29 -4.35 0.90
61 H 5.09 -3.41 -0.04
62 H 4.61 -3.21 -1.74
63 H 6.20 -2.61 -1.18
64 H 3.85 0.84 -0.29

---

# 5
# C16H18FN6Pt

A structure of composition C16H18FN6Pt at a distorted geometry (wB97M-V/def2-TZVPD, the OMol25 dataset).

**E_HOMO**: -9.35 eV
**Total energy**: -1167.99785 Ha
**Kohn-Sham gap**: 6.163 eV
**Charge**: +1
**Maximum force**: 3.4 eV/Å

Geometry (Å):
1 Pt -0.76 -0.48 0.03
2 N -1.62 -3.75 -2.27
3 C -2.62 -2.99 -2.84
4 C -2.65 -1.80 -2.19
5 N -1.70 -1.79 -1.20
6 C -1.05 -2.99 -1.27
7 C 0.03 -3.20 -0.42
8 N 0.45 -2.13 0.33
9 C 1.40 -2.61 1.18
10 C 1.62 -3.93 0.94
11 N 0.76 -4.30 -0.07
12 H -1.36 -4.68 -2.54
13 H -3.24 -3.37 -3.63
14 H -3.33 -0.99 -2.34
15 H 1.90 -1.97 1.88
16 H 2.31 -4.62 1.38
17 H 0.67 -5.23 -0.46
18 C 0.57 3.09 3.71
19 N 1.23 1.90 3.21
20 C 2.53 1.47 3.70
21 C 0.62 1.17 2.34
22 N 0.04 0.53 1.56
23 H 1.21 3.55 4.47
24 H -0.39 2.84 4.17
25 H 0.41 3.82 2.91
26 H 2.88 2.18 4.44
27 H 3.26 1.42 2.89
28 H 2.47 0.49 4.18
29 F 1.99 3.21 -3.47
30 C 1.01 2.69 -2.73
31 C 0.21 1.68 -3.27
32 C -0.79 1.14 -2.50
33 C -1.02 1.57 -1.16
34 C -2.13 1.08 -0.38
35 C -0.21 2.65 -0.68
36 C 0.78 3.19 -1.45
37 H 0.39 1.35 -4.28
38 H -1.44 0.39 -2.94
39 H -2.99 0.71 -0.93
40 H -2.40 1.66 0.50
41 H -0.41 3.06 0.30
42 H 1.39 4.02 -1.10

---

# 6
# C3H7N3

The ion C3H7N3 with charge +2 at a distorted geometry (wB97M-V/def2-TZVPD, the OMol25 dataset).

**2S+1**: 3
**E_HOMO (spin up / spin down)**: -16.53 / -21.98 eV
**Total energy**: -281.92733 Ha
**Kohn-Sham gap (spin up / spin down)**: 7.232 / 7.363 eV
**Charge**: +2
**Maximum force**: 5.1 eV/Å

Geometry (Å):
1 C -1.23 -1.20 -0.37
2 C 0.45 0.07 0.48
3 C 0.04 0.64 -0.88
4 N -0.38 -0.99 0.72
5 N -1.02 -0.26 -1.24
6 N 1.30 0.59 1.39
7 H -1.76 -2.16 -0.52
8 H -0.47 1.54 -0.55
9 H 0.79 0.67 -1.65
10 H -0.32 -1.56 1.59
11 H -1.73 -0.09 -2.04
12 H 1.88 1.57 1.17
13 H 1.61 0.15 2.26

---

# 7
# C18H27N3O3S

An isolated molecule of C18H27N3O3S at a distorted geometry (wB97M-V/def2-TZVPD, the OMol25 dataset).

**E_HOMO**: -9.08 eV
**Total energy**: -1490.29447 Ha
**Kohn-Sham gap**: 9.757 eV
**Charge**: 0
**SMILES string**: O=C(NCCc1ccccc1)C1CCN(S(=O)(=O)N2CCCC2)CC1
**Maximum force**: 1.2 eV/Å

Geometry (Å):
1 O 3.37 2.63 0.34
2 C 2.30 2.16 -0.01
3 N 2.15 1.42 -1.12
4 C 3.26 0.96 -1.91
5 C 3.18 -0.55 -2.15
6 C 3.07 -1.29 -0.85
7 C 4.18 -1.44 -0.03
8 C 4.07 -2.08 1.19
9 C 2.85 -2.58 1.61
10 C 1.74 -2.44 0.80
11 C 1.85 -1.80 -0.42
12 C 1.01 2.37 0.79
13 C 0.60 1.00 1.36
14 C -0.84 0.99 1.87
15 N -1.77 1.53 0.90
16 S -2.03 0.56 -0.44
17 O -2.98 1.25 -1.26
18 O -0.82 0.13 -1.09
19 N -2.68 -0.76 0.35
20 C -2.68 -2.00 -0.43
21 C -4.14 -2.27 -0.84
22 C -4.90 -1.03 -0.38
23 C -4.04 -0.52 0.77
24 C -1.46 2.91 0.55
25 C -0.08 3.01 -0.10
26 H 1.25 0.99 -1.32
27 H 3.28 1.49 -2.87
28 H 4.17 1.22 -1.36
29 H 4.07 -0.87 -2.69
30 H 2.30 -0.76 -2.77
31 H 5.14 -1.05 -0.35
32 H 4.95 -2.19 1.82
33 H 2.77 -3.08 2.57
34 H 0.78 -2.82 1.12
35 H 0.97 -1.68 -1.04
36 H 1.23 3.05 1.61
37 H 0.68 0.24 0.60
38 H 1.28 0.74 2.18
39 H -0.94 1.60 2.78
40 H -1.16 -0.03 2.09
41 H -2.02 -1.86 -1.28
42 H -2.28 -2.80 0.20
43 H -4.23 -2.44 -1.91
44 H -4.51 -3.16 -0.32
45 H -5.93 -1.25 -0.08
46 H -4.91 -0.28 -1.17
47 H -4.16 0.55 0.97
48 H -4.23 -1.08 1.69
49 H -1.51 3.50 1.47
50 H -2.23 3.24 -0.14
51 H -0.14 2.51 -1.06
52 H 0.17 4.05 -0.27

---

# 8
# C4H13BGaNO3P

A structure of composition C4H13BGaNO3P (wB97M-V/def2-TZVPD, the OMol25 dataset).

**E_HOMO**: -4.29 eV
**Total energy**: -2731.77226 Ha
**Kohn-Sham gap**: 7.021 eV
**Charge**: -1
**Maximum force**: 0.2 eV/Å

Geometry (Å):
1 O 3.95 -3.36 0.46
2 P 4.03 -2.68 -0.90
3 Ga 2.09 -1.45 -1.64
4 B 0.75 -1.76 -0.01
5 O -0.17 -2.80 0.15
6 O 0.76 -0.87 1.05
7 H 4.46 -3.60 -1.91
8 H 5.21 -1.88 -1.01
9 H 1.71 -2.03 -3.07
10 H 2.57 0.08 -1.70
11 H 0.16 -3.50 0.72
12 H 1.41 -0.17 0.86
13 C -2.21 1.07 1.66
14 C -2.37 2.51 1.20
15 C -2.64 2.62 -0.30
16 C -1.52 2.17 -1.12
17 N -0.63 1.83 -1.77
18 H -1.38 0.57 1.16
19 H -2.04 1.02 2.73
20 H -3.11 0.49 1.43
21 H -1.47 3.09 1.44
22 H -3.20 2.99 1.72
23 H -2.86 3.65 -0.59
24 H -3.51 2.02 -0.57

---

# 9
# C4H2N4

A structure of composition C4H2N4 at a distorted geometry (wB97M-V/def2-TZVPD, the OMol25 dataset).

**E_HOMO**: -9.59 eV
**Total energy**: -372.44063 Ha
**Kohn-Sham gap**: 7.356 eV
**Charge**: 0
**Maximum force**: 8.0 eV/Å

Geometry (Å):
1 C -0.44 -0.66 -1.64
2 C -0.92 0.44 -0.04
3 C 1.06 0.44 1.36
4 C 0.58 0.00 0.02
5 H -0.46 -1.45 -2.48
6 H 1.98 0.56 1.73
7 N -1.47 -0.03 -1.16
8 N -1.24 0.55 1.39
9 N 0.03 0.91 1.79
10 N 0.89 -0.75 -0.96

---

# 10
# C25H42F13O8PSV

A structure of composition C25H42F13O8PSV at a distorted geometry (wB97M-V/def2-TZVPD, the OMol25 dataset).

**E_HOMO**: -11.45 eV
**Total energy**: -4560.85957 Ha
**Kohn-Sham gap**: 4.173 eV
**Charge**: +1
**Maximum force**: 4.8 eV/Å

Geometry (Å):
1 C 0.23 -4.03 -2.97
2 C 0.22 -3.93 -1.45
3 O -0.90 -3.23 -0.94
4 C -0.72 -1.81 -0.91
5 C -1.67 -1.24 -1.95
6 C -1.44 0.20 -2.39
7 C -2.58 1.06 -1.77
8 C -2.14 2.18 -0.83
9 C -1.98 3.50 -1.60
10 C -0.94 4.43 -0.94
11 C 0.48 3.86 -0.94
12 C 1.25 4.21 -2.25
13 C 1.35 3.04 -3.22
14 O 0.32 3.15 -4.20
15 C 0.46 2.17 -5.20
16 C -1.00 -1.18 0.50
17 C -0.85 -2.29 1.53
18 C -0.76 -1.88 3.02
19 O -1.13 -0.51 3.25
20 C -0.36 0.09 4.21
21 O 0.42 0.91 3.89
22 C 0.12 -0.10 0.62
23 C 1.47 -0.66 1.02
24 C 2.60 0.28 0.72
25 F 2.39 1.51 1.18
26 F 2.67 0.42 -0.63
27 C 4.03 -0.18 1.14
28 F 4.80 0.90 0.96
29 F 4.48 -1.08 0.28
30 C 4.15 -0.70 2.59
31 F 3.43 0.10 3.35
32 F 3.60 -1.93 2.54
33 C 5.61 -0.93 3.09
34 F 6.48 -0.06 2.66
35 F 5.98 -2.09 2.57
36 S 5.82 -1.09 4.98
37 F 6.38 -2.55 4.85
38 F 4.36 -1.66 5.16
39 F 5.36 0.40 5.17
40 F 7.30 -0.58 4.85
41 F 6.01 -1.19 6.53
42 O -2.19 -0.44 0.37
43 C -3.32 -0.51 1.08
44 P -4.77 -1.19 0.08
45 C -4.55 -2.98 -0.17
46 O -4.82 -0.48 -1.37
47 H 0.67 -3.15 -3.43
48 H 0.79 -4.89 -3.31
49 H -0.77 -4.12 -3.37
50 H 0.16 -4.94 -1.06
51 H 1.17 -3.53 -1.10
52 H 0.30 -1.57 -1.20
53 H -1.52 -1.88 -2.82
54 H -2.71 -1.39 -1.70
55 H -1.57 0.24 -3.46
56 H -0.43 0.58 -2.22
57 H -3.22 0.39 -1.22
58 H -3.17 1.51 -2.56
59 H -1.24 1.95 -0.28
60 H -2.95 2.29 -0.07
61 H -1.62 3.30 -2.61
62 H -2.93 4.02 -1.58
63 H -1.29 4.66 0.06
64 H -0.94 5.35 -1.51
65 H 1.06 4.30 -0.13
66 H 0.52 2.78 -0.83
67 H 2.25 4.53 -1.97
68 H 0.72 4.99 -2.78
69 H 1.20 2.09 -2.70
70 H 2.31 3.05 -3.73
71 H 1.47 1.79 -5.29
72 H 0.14 2.57 -6.16
73 H -0.21 1.33 -4.98
74 H 0.04 -2.87 1.32
75 H -1.68 -2.98 1.44
76 H -1.35 -2.58 3.61
77 H 0.26 -2.02 3.36
78 H -0.49 -0.13 5.27
79 H 0.23 0.33 -0.37
80 H -0.21 0.70 1.26
81 H 1.65 -1.59 0.49
82 H 1.49 -0.86 2.08
83 H -3.35 -1.03 2.04
84 H -3.68 0.51 1.28
85 H -3.50 -3.27 -0.11
86 H -5.04 -3.30 -1.08
87 H -5.06 -3.45 0.67
88 H -5.65 -0.75 -1.79
89 O -6.44 3.14 0.75
90 V -5.87 1.73 1.38
91 O -5.21 0.26 1.96

---

# 11
# C8H9NO

A cluster of 2 separate species, C8H9NO in total at a distorted geometry (wB97M-V/def2-TZVPD, the OMol25 dataset).

**E_HOMO**: -7.93 eV
**Total energy**: -440.22220 Ha
**Kohn-Sham gap**: 8.660 eV
**Charge**: 0
**SMILES string**: c1ccc2[nH]ccc2c1.O
**Maximum force**: 3.2 eV/Å

Geometry (Å):
1 C 0.09 0.64 -2.17
2 C -0.89 0.62 -1.21
3 C -0.75 -0.01 -0.01
4 C 0.52 -0.42 0.33
5 N 0.95 -1.07 1.46
6 C 2.33 -1.29 1.37
7 C 2.73 -1.02 0.14
8 C 1.64 -0.41 -0.53
9 C 1.38 0.21 -1.79
10 H -0.14 1.17 -3.10
11 H -1.89 0.98 -1.50
12 H -1.54 -0.25 0.71
13 H 0.42 -1.28 2.32
14 H 2.86 -1.62 2.26
15 H 3.73 -0.94 -0.29
16 H 2.23 0.44 -2.43
17 O -4.27 1.68 1.37
18 H -4.55 1.44 2.28
19 H -4.85 1.14 0.78

---

Question: What is the maximum force in the third record?
Answer: 5.4 eV/Å

---

Question: Look up the total energy of the fifth one.
Answer: -1167.99785 Ha